(1)
{"formula": "C19H42NO3P3Sc", "method": "ωB97M-V/def2-TZVPD", "fmax_ev_per_a": 8.01, "orbital_gap_ha": [0.2092, 0.0834], "e_lumo_ev": [-10.336, -13.767], "total_charge": 3, "relative_energy_ev": 7.8469, "symbols": ["Sc", "P", "P", "P", "H", "C", "C", "H", "C", "C", "C", "C", "C", "C", "C", "C", "C", "H", "H", "H", "H", "H", "H", "H", "H", "H", "H", "H", "H", "H", "H", "H", "H", "H", "H", "H", "H", "H", "H", "H", "H", "H", "H", "H", "H", "H", "C", "C", "C", "C", "C", "C", "O", "H", "H", "H", "H", "H", "H", "N", "C", "C", "O", "O", "H", "H", "H", "H", "H"], "positions_angstrom": [[0.399, -0.178, 1.011], [1.767, -1.025, 2.572], [1.575, 1.794, 0.658], [-0.637, -2.200, 0.502], [-0.659, 1.916, -8.472], [-1.604, 1.388, -8.370], [-2.735, 2.026, -8.080], [-2.763, 3.103, -7.932], [3.233, -1.940, 1.922], [2.625, 0.070, 3.794], [1.139, -2.261, 3.803], [0.815, 2.906, -0.592], [1.947, 3.062, 1.957], [3.251, 1.575, -0.077], [-1.932, -2.116, -0.805], [-1.498, -3.274, 1.739], [0.488, -3.447, -0.247], [-1.576, 0.312, -8.518], [-3.680, 1.498, -7.978], [3.904, -2.268, 2.724], [3.771, -1.286, 1.231], [2.894, -2.813, 1.357], [3.197, -0.526, 4.514], [1.881, 0.659, 4.338], [3.306, 0.757, 3.285], [1.781, -3.149, 3.830], [0.120, -2.564, 3.560], [1.131, -1.807, 4.798], [1.306, 3.885, -0.566], [-0.252, 3.017, -0.384], [0.916, 2.467, -1.586], [2.943, 3.488, 1.792], [1.903, 2.637, 2.960], [1.212, 3.869, 1.887], [3.663, 2.527, -0.431], [3.161, 0.879, -0.914], [3.936, 1.137, 0.654], [-2.523, -3.038, -0.808], [-1.453, -1.983, -1.777], [-2.591, -1.261, -0.637], [-2.241, -3.902, 1.236], [-2.002, -2.662, 2.492], [-0.777, -3.925, 2.241], [-0.075, -4.230, -0.769], [1.106, -3.897, 0.534], [1.146, -2.932, -0.952], [-0.820, 0.414, -1.841], [0.350, 0.007, -2.526], [0.379, -0.074, -3.918], [-0.745, 0.240, -4.684], [-1.910, 0.644, -4.023], [-1.953, 0.731, -2.636], [-0.928, 0.531, -0.527], [1.509, -0.731, -0.065], [1.221, -0.249, -1.931], [1.298, -0.390, -4.408], [-0.716, 0.171, -5.768], [-2.800, 0.893, -4.598], [-2.860, 1.051, -2.127], [-2.049, 1.512, 4.759], [-2.939, 1.008, 3.710], [-2.174, 0.513, 2.516], [-2.828, -0.008, 1.507], [-0.860, 0.569, 2.501], [-1.404, 0.753, 5.081], [-2.624, 1.828, 5.572], [-1.494, 2.324, 4.401], [-3.538, 0.164, 4.118], [-3.633, 1.814, 3.391]], "atomic_forces_ev_per_a": [[-6.43, 3.41, -0.60], [5.28, -3.20, 5.11], [3.43, 4.55, -1.03], [-2.12, -5.14, -1.33], [-0.05, 0.03, -0.03], [3.85, -2.14, -1.05], [-3.87, 2.20, 0.93], [0.03, -0.02, -0.04], [-0.10, 0.15, -0.25], [-0.13, 0.33, -0.25], [-0.53, 0.02, -0.08], [-0.14, -0.05, -0.07], [-0.21, -0.13, 0.18], [-0.15, -0.11, -0.10], [-0.23, 0.19, 0.00], [-0.04, 0.21, 0.16], [0.03, 0.12, -0.14], [-0.05, 0.03, -0.03], [0.03, -0.01, -0.04], [-0.23, 0.13, -0.05], [0.00, -0.15, 0.07], [0.07, 0.14, 0.05], [-0.14, 0.00, -0.24], [0.10, -0.02, -0.01], [-0.03, -0.04, 0.08], [-0.10, 0.24, -0.06], [0.14, -0.07, 0.16], [0.01, -0.08, -0.13], [-0.06, -0.24, -0.04], [0.09, 0.12, 0.00], [0.05, 0.11, 0.05], [-0.21, -0.10, 0.01], [0.06, 0.10, -0.07], [0.07, -0.11, 0.07], [-0.11, -0.12, 0.15], [0.12, 0.09, 0.09], [-0.05, 0.04, -0.05], [0.24, 0.14, -0.04], [0.00, -0.20, 0.01], [0.01, -0.24, 0.14], [0.18, 0.14, 0.10], [-0.06, -0.11, -0.10], [-0.09, 0.09, -0.12], [0.08, 0.09, 0.21], [-0.06, -0.02, -0.12], [-0.06, -0.17, 0.05], [-0.72, 0.64, 2.34], [0.91, -0.38, -1.04], [0.62, -0.13, 0.86], [-0.20, 0.11, 0.51], [-0.45, 0.19, 0.62], [-0.87, 0.34, -1.03], [0.65, -0.13, -3.53], [1.82, -0.86, -1.55], [-0.06, 0.00, -0.11], [-0.18, 0.06, 0.14], [0.06, -0.09, 0.16], [0.10, -0.07, 0.20], [0.14, -0.08, -0.07], [0.60, 0.55, 1.15], [-1.42, -0.43, -0.69], [-0.52, -2.80, -5.51], [2.15, 2.23, 4.71], [-1.95, 0.64, 1.69], [-0.40, 0.90, -0.31], [0.65, -0.18, -0.53], [-0.27, -0.84, 0.47], [0.34, 0.63, -0.27], [0.40, -0.53, 0.27]]}

(2)
{"formula": "C19H42NO5P", "method": "ωB97M-V/def2-TZVPD", "fmax_ev_per_a": 0.92, "orbital_gap_ha": 0.3045, "smiles": "C[C@@H](O)CPCCCCN.CC(C)=O.CC(C)=O.CC(C)=O.CC(C)=O", "e_lumo_ev": 0.480, "symbols": ["C", "C", "O", "C", "P", "C", "C", "C", "C", "N", "H", "H", "H", "H", "H", "H", "H", "H", "H", "H", "H", "H", "H", "H", "H", "H", "H", "H", "C", "C", "O", "C", "H", "H", "H", "H", "H", "H", "C", "C", "O", "C", "H", "H", "H", "H", "H", "H", "C", "C", "O", "C", "H", "H", "H", "H", "H", "H", "C", "C", "O", "C", "H", "H", "H", "H", "H", "H"], "positions_angstrom": [[-0.848, -1.598, -0.957], [-0.185, -0.994, -2.184], [-0.372, -1.867, -3.302], [-0.612, 0.433, -2.497], [-2.296, 0.734, -3.212], [-3.586, 0.524, -1.876], [-4.696, -0.479, -2.230], [-4.366, -1.954, -1.986], [-3.944, -2.785, -3.199], [-4.906, -2.837, -4.298], [-0.136, -1.673, -0.142], [-1.159, -2.608, -1.201], [-1.697, -1.032, -0.602], [0.885, -0.961, -1.986], [0.374, -1.710, -3.909], [-0.482, 1.091, -1.642], [0.067, 0.803, -3.263], [-2.536, -0.393, -4.015], [-4.052, 1.502, -1.809], [-3.162, 0.319, -0.899], [-5.552, -0.234, -1.606], [-4.992, -0.274, -3.258], [-5.253, -2.436, -1.576], [-3.596, -2.046, -1.227], [-2.989, -2.455, -3.591], [-3.781, -3.806, -2.864], [-5.693, -3.428, -4.056], [-5.272, -1.921, -4.523], [0.799, 1.128, 3.849], [0.862, 0.327, 2.575], [0.318, 0.697, 1.559], [1.639, -0.966, 2.626], [0.215, 2.031, 3.680], [0.333, 0.538, 4.637], [1.803, 1.403, 4.170], [1.204, -1.634, 3.371], [2.676, -0.767, 2.900], [1.611, -1.448, 1.651], [0.891, -0.234, 8.631], [1.302, 0.876, 7.696], [2.065, 0.681, 6.778], [0.714, 2.241, 7.956], [1.381, -1.159, 8.336], [1.179, 0.013, 9.654], [-0.191, -0.373, 8.596], [0.994, 2.586, 8.953], [-0.375, 2.197, 7.894], [1.086, 2.946, 7.216], [1.393, 5.499, -2.610], [1.645, 4.098, -2.109], [2.143, 3.253, -2.815], [1.240, 3.798, -0.685], [1.724, 5.581, -3.643], [0.327, 5.728, -2.557], [1.939, 6.220, -1.999], [0.169, 3.964, -0.558], [1.780, 4.451, 0.003], [1.469, 2.761, -0.448], [3.711, -1.464, -1.951], [3.761, -2.226, -3.252], [3.185, -1.826, -4.238], [4.546, -3.515, -3.264], [3.119, -0.562, -2.086], [3.248, -2.083, -1.180], [4.716, -1.185, -1.631], [4.130, -4.210, -2.533], [5.589, -3.320, -3.010], [4.496, -3.963, -4.253]], "atomic_forces_ev_per_a": [[0.07, -0.31, -0.10], [0.31, 0.02, 0.24], [0.36, 0.19, -0.26], [-0.35, -0.50, -0.56], [-0.07, 0.92, -0.09], [-0.02, -0.27, -0.37], [0.36, 0.18, 0.43], [-0.15, -0.15, -0.32], [-0.13, 0.07, -0.07], [-0.06, -0.17, -0.01], [0.08, 0.10, 0.20], [-0.18, -0.17, 0.00], [-0.12, 0.07, 0.02], [0.22, 0.06, 0.03], [-0.44, -0.13, 0.22], [-0.03, 0.03, 0.26], [0.10, 0.22, -0.12], [0.20, -0.30, 0.29], [-0.04, 0.23, 0.09], [0.10, -0.10, 0.10], [-0.20, 0.12, -0.03], [-0.19, -0.16, -0.17], [-0.16, -0.07, 0.10], [0.15, 0.06, 0.20], [0.21, 0.18, -0.06], [0.04, -0.19, 0.03], [-0.01, 0.11, 0.01], [0.04, -0.01, -0.02], [-0.17, 0.17, -0.26], [-0.02, 0.02, -0.02], [0.02, 0.02, -0.04], [-0.05, 0.00, -0.20], [0.00, -0.01, -0.02], [0.14, -0.04, 0.09], [0.01, -0.11, 0.15], [0.09, 0.02, 0.08], [-0.02, -0.03, 0.12], [-0.01, 0.01, 0.00], [0.11, -0.09, -0.12], [0.04, 0.00, -0.02], [0.00, -0.01, 0.04], [0.11, 0.03, -0.15], [0.01, 0.01, -0.01], [-0.11, 0.03, 0.03], [-0.02, 0.06, 0.10], [-0.11, -0.02, 0.05], [-0.01, 0.00, 0.12], [0.01, -0.01, 0.00], [0.08, -0.07, -0.15], [-0.04, -0.06, 0.01], [0.03, -0.02, 0.00], [0.09, -0.17, -0.08], [0.00, -0.01, 0.00], [0.01, 0.06, 0.09], [-0.10, 0.03, 0.06], [0.01, 0.09, 0.06], [-0.09, 0.07, 0.02], [-0.02, 0.00, 0.01], [-0.13, 0.15, -0.11], [-0.07, 0.02, -0.03], [-0.07, -0.04, 0.03], [-0.03, 0.02, -0.19], [0.03, 0.03, 0.00], [0.12, -0.02, 0.07], [0.01, -0.12, 0.07], [0.08, 0.03, 0.08], [-0.01, -0.04, 0.11], [-0.01, 0.01, 0.00]]}

(3)
{"formula": "C19H42NOP3PbS", "method": "ωB97M-V/def2-TZVPD", "fmax_ev_per_a": 3.99, "orbital_gap_ha": [0.1610, 0.1222], "e_lumo_ev": [-15.527, -16.004], "total_charge": 4, "relative_energy_ev": 2.1461, "symbols": ["Pb", "P", "P", "P", "H", "C", "C", "H", "C", "C", "C", "C", "C", "C", "C", "C", "C", "H", "H", "H", "H", "H", "H", "H", "H", "H", "H", "H", "H", "H", "H", "H", "H", "H", "H", "H", "H", "H", "H", "H", "H", "H", "H", "H", "H", "H", "C", "C", "C", "C", "C", "C", "S", "H", "H", "H", "H", "H", "H", "C", "C", "N", "O", "H", "H", "H", "H", "H"], "positions_angstrom": [[-1.014, 0.152, 1.185], [1.594, -2.560, -0.264], [1.884, 0.680, 1.765], [-1.357, -1.487, -1.891], [-1.046, 6.492, -1.441], [-2.080, 6.167, -1.616], [-2.929, 5.804, -0.642], [-2.638, 5.716, 0.409], [2.836, -2.314, -1.571], [2.684, -3.150, 1.072], [0.891, -4.158, -0.792], [1.458, 2.310, 2.498], [2.746, -0.028, 3.213], [3.329, 1.224, 0.789], [-2.818, -0.722, -2.740], [-2.230, -3.155, -1.834], [-0.488, -1.814, -3.500], [-2.394, 6.246, -2.667], [-4.004, 5.727, -0.844], [3.465, -3.202, -1.689], [3.450, -1.448, -1.299], [2.327, -2.086, -2.511], [3.390, -3.912, 0.724], [2.092, -3.577, 1.889], [3.251, -2.319, 1.503], [1.667, -4.911, -0.961], [0.313, -4.030, -1.709], [0.203, -4.526, -0.023], [2.345, 2.702, 3.012], [0.642, 2.231, 3.228], [1.155, 3.021, 1.720], [3.757, 0.398, 3.259], [2.811, -1.119, 3.137], [2.193, 0.249, 4.119], [3.961, 1.855, 1.427], [2.999, 1.786, -0.094], [3.900, 0.343, 0.476], [-3.018, -1.216, -3.708], [-2.624, 0.344, -2.898], [-3.710, -0.800, -2.107], [-2.815, -3.341, -2.749], [-2.925, -3.150, -0.987], [-1.554, -4.005, -1.707], [-1.215, -2.104, -4.279], [0.266, -2.605, -3.409], [0.022, -0.894, -3.814], [-1.491, 2.944, -0.593], [-0.963, 3.029, -1.928], [0.148, 3.864, -2.076], [0.656, 4.713, -1.045], [0.126, 4.610, 0.239], [-0.957, 3.772, 0.428], [-2.819, 1.929, -0.099], [-0.856, -0.009, -0.777], [-1.448, 2.515, -2.799], [0.710, 3.876, -3.013], [1.419, 5.479, -1.270], [0.479, 5.228, 1.064], [-1.547, 3.902, 1.342], [-0.473, -3.638, 3.112], [-1.793, -2.948, 2.963], [-2.895, -3.468, 3.543], [-1.976, -1.882, 2.308], [-0.472, -4.423, 3.893], [0.266, -2.869, 3.352], [-0.216, -4.089, 2.146], [-3.809, -3.026, 3.468], [-2.862, -4.326, 4.062]], "atomic_forces_ev_per_a": [[0.24, -1.25, 2.00], [0.27, -1.03, -0.38], [0.99, 1.65, 1.14], [-1.81, -0.45, -3.52], [-0.36, -0.44, 0.09], [-0.02, 0.20, -0.48], [-0.26, 0.23, 0.13], [-0.08, 0.47, -0.34], [-0.24, 0.74, -0.12], [-0.15, 0.29, 0.85], [-0.44, -0.11, 0.08], [-0.56, 0.16, -0.09], [-0.60, -0.88, 0.19], [-0.36, -0.55, -1.09], [-0.18, 1.36, 1.05], [0.19, -0.82, 2.31], [1.93, 0.69, 0.37], [-0.09, 0.22, 0.56], [0.46, -0.46, -0.03], [-0.09, 0.11, 0.05], [0.09, -0.19, -0.21], [0.26, -0.04, -0.01], [-0.18, 0.16, -0.13], [0.13, 0.00, -0.16], [0.10, -0.16, -0.17], [-0.03, 0.14, 0.03], [0.33, -0.16, 0.05], [0.10, -0.08, -0.13], [-0.18, -0.12, -0.05], [0.17, 0.03, -0.02], [0.22, -0.27, 0.27], [-0.28, -0.05, -0.11], [0.11, 0.28, 0.25], [0.15, -0.20, -0.15], [-0.27, -0.13, -0.02], [0.27, -0.12, 0.14], [0.01, 0.26, -0.07], [0.34, 0.13, 0.62], [-0.19, -0.14, -0.20], [0.13, 0.04, -0.14], [0.40, 0.89, 0.01], [0.01, -0.14, -0.14], [-0.10, 0.38, 0.10], [0.02, 0.17, 0.76], [-0.17, 0.23, 0.04], [-0.05, -0.26, -0.17], [-2.36, -1.12, 0.00], [0.91, 0.68, -0.52], [-0.04, -0.64, -0.70], [0.08, -0.49, -0.08], [-0.29, -0.12, 0.26], [0.07, 1.78, 0.98], [1.54, 1.21, -0.82], [-0.55, -2.41, -2.52], [0.72, 0.39, 1.05], [-0.55, 0.17, 0.00], [-0.34, -0.61, 0.02], [-0.11, 0.00, -0.28], [0.42, -0.55, -0.08], [-0.15, -0.11, 0.19], [-2.32, -0.65, 1.02], [1.29, 0.37, -0.60], [0.98, 1.16, -0.96], [-0.04, 0.50, -0.47], [0.04, -0.17, 0.03], [-0.02, 0.04, 0.21], [0.39, 0.05, -0.11], [0.12, -0.26, 0.20]]}

(4)
{"formula": "C19H42NOP3RuSe", "method": "ωB97M-V/def2-TZVPD", "fmax_ev_per_a": 3.90, "orbital_gap_ha": [0.2413, 0.2059], "e_lumo_ev": [-14.206, -15.193], "s_squared": 6.039, "total_charge": 4, "multiplicity": 5, "symbols": ["Ru", "P", "P", "P", "H", "C", "C", "H", "C", "C", "C", "C", "C", "C", "C", "C", "C", "H", "H", "H", "H", "H", "H", "H", "H", "H", "H", "H", "H", "H", "H", "H", "H", "H", "H", "H", "H", "H", "H", "H", "H", "H", "H", "H", "H", "H", "C", "C", "C", "C", "C", "C", "Se", "H", "H", "H", "H", "H", "H", "C", "C", "N", "O", "H", "H", "H", "H", "H"], "positions_angstrom": [[-0.060, -0.214, -0.728], [-1.203, -0.685, 1.322], [1.266, -2.057, -0.678], [-1.733, -0.691, -2.102], [0.881, 2.342, -1.022], [-0.176, 2.078, -1.144], [-1.022, 2.101, -0.033], [-0.634, 2.379, 0.956], [-0.327, -0.032, 2.804], [-1.521, -2.421, 1.846], [-2.882, 0.007, 1.623], [2.687, -2.116, -1.830], [2.131, -2.241, 0.928], [0.399, -3.630, -0.978], [-2.905, 0.674, -2.341], [-2.809, -2.070, -1.602], [-1.250, -1.155, -3.788], [-0.590, 2.251, -2.139], [-2.101, 2.133, -0.198], [-0.227, 1.057, 2.698], [0.683, -0.458, 2.853], [-0.891, -0.280, 3.722], [-0.582, -2.970, 1.980], [-2.142, -2.931, 1.099], [-2.062, -2.397, 2.807], [-2.808, 1.098, 1.664], [-3.265, -0.382, 2.582], [-3.567, -0.272, 0.812], [3.335, -2.970, -1.598], [3.298, -1.209, -1.741], [2.352, -2.235, -2.866], [2.947, -2.966, 0.849], [1.452, -2.560, 1.726], [2.575, -1.267, 1.175], [1.122, -4.456, -0.952], [-0.062, -3.600, -1.977], [-0.352, -3.796, -0.194], [-3.612, 0.383, -3.129], [-2.387, 1.584, -2.653], [-3.446, 0.896, -1.413], [-3.513, -2.261, -2.425], [-3.370, -1.840, -0.689], [-2.215, -2.975, -1.435], [-2.149, -1.258, -4.409], [-0.696, -2.100, -3.772], [-0.589, -0.386, -4.226], [1.902, 2.306, -4.558], [1.528, 3.545, -3.989], [1.603, 4.709, -4.732], [2.120, 4.692, -6.028], [2.580, 3.490, -6.588], [2.481, 2.307, -5.861], [1.638, 0.708, -3.677], [1.442, -0.156, -0.212], [1.167, 3.537, -2.968], [1.250, 5.632, -4.292], [2.166, 5.605, -6.606], [3.011, 3.468, -7.593], [2.829, 1.355, -6.268], [2.324, 3.134, 1.866], [2.804, 1.716, 1.786], [3.881, 1.362, 2.526], [2.254, 0.862, 1.062], [3.158, 3.838, 2.002], [1.620, 3.233, 2.706], [1.792, 3.361, 0.934], [4.257, 0.427, 2.429], [4.378, 2.019, 3.107]], "atomic_forces_ev_per_a": [[-1.02, 1.38, 2.37], [-0.70, -0.45, 2.19], [2.32, -1.92, 1.16], [-2.88, -0.94, -2.45], [-0.21, -0.20, 0.21], [-0.69, 0.93, 1.35], [1.26, 0.59, -1.55], [-0.11, -0.52, -0.39], [0.68, 0.28, -0.63], [0.37, -0.20, -0.78], [0.16, 0.34, -0.97], [-0.19, 0.57, -0.44], [0.00, 0.08, -0.02], [-0.52, 0.21, -0.10], [0.00, 0.38, 0.14], [0.14, -0.32, 0.33], [0.61, 0.26, -0.17], [0.02, -0.40, 0.24], [0.33, -0.15, 0.18], [-0.03, -0.32, 0.23], [-0.26, 0.12, 0.09], [0.05, 0.01, -0.55], [-0.30, 0.04, 0.03], [0.10, 0.00, 0.29], [0.22, 0.17, -0.37], [-0.22, -0.20, 0.16], [0.30, 0.09, -0.39], [0.00, 0.09, 0.34], [-0.34, 0.02, 0.19], [-0.12, -0.14, 0.00], [0.05, 0.04, 0.07], [-0.27, -0.10, -0.11], [0.18, 0.09, -0.13], [-0.22, -0.29, 0.03], [0.02, 0.26, 0.04], [0.05, -0.18, 0.34], [0.16, -0.06, -0.37], [0.07, 0.03, 0.22], [-0.20, -0.14, -0.12], [-0.04, -0.16, -0.26], [0.10, 0.09, 0.15], [0.07, -0.03, -0.28], [-0.21, 0.11, -0.08], [0.14, -0.04, 0.16], [-0.16, 0.05, -0.08], [-0.62, -0.42, 0.08], [0.31, 0.38, -0.47], [-0.30, 0.54, 0.15], [-0.37, -0.64, 1.34], [0.16, -0.17, -0.55], [0.19, -1.25, 0.16], [0.22, 0.02, -0.85], [0.59, 0.62, -0.17], [1.19, 0.26, -0.08], [-0.06, 0.38, -0.11], [0.09, 0.08, -0.02], [0.03, 0.09, -0.02], [-0.14, 0.03, 0.37], [-0.05, 0.40, -0.13], [-0.05, 0.05, -0.01], [1.48, -0.21, 0.78], [-1.00, 0.26, -0.75], [-0.37, -0.17, -0.25], [-0.39, -0.19, 0.02], [0.27, 0.08, -0.16], [0.16, 0.09, 0.25], [-0.04, 0.22, 0.14], [-0.01, 0.03, 0.00]]}